1.
DFT (the ωB97M-V functional and the def2-TZVPD basis) results for a molecular structure, C15H28IrN6SSi2.

The geometry in XYZ format:
```
53
Properties=species:S:1:pos:R:3:forces:R:3
Ir 0.802 -0.146 -0.215 -0.4 0.3 0.2
C -0.194 3.972 -1.435 0.0 -0.1 0.0
Si -1.177 2.599 -0.632 0.0 -0.1 -0.1
C -3.023 2.640 -0.921 0.1 0.1 0.1
C -0.997 2.900 1.213 0.0 0.0 0.0
N -0.520 1.001 -1.161 -0.1 0.1 -0.3
C -0.525 0.787 -2.514 -0.1 0.0 0.1
C -1.166 1.576 -3.505 0.0 0.0 -0.2
C -1.159 1.168 -4.810 -0.1 0.3 0.1
C -0.507 -0.014 -5.210 0.2 -0.3 0.0
C 0.129 -0.796 -4.289 -0.1 0.1 -0.3
C 0.135 -0.397 -2.933 0.1 -0.2 0.3
N 0.717 -1.071 -1.924 0.2 -0.2 -0.3
Si 1.218 -2.805 -2.000 0.0 0.2 -0.1
C 2.881 -2.888 -2.841 -0.1 0.0 0.0
C -0.106 -3.795 -2.866 0.1 0.0 0.0
C 1.327 -3.425 -0.246 0.0 -0.1 0.0
H -0.565 4.947 -1.110 0.0 0.0 0.0
H -0.219 3.951 -2.522 0.0 0.0 0.0
H 0.853 3.901 -1.131 0.0 0.0 0.0
H -3.417 3.552 -0.464 0.0 0.0 0.0
H -3.502 1.793 -0.425 0.0 0.0 0.0
H -3.338 2.630 -1.962 0.0 0.0 0.0
H -1.426 3.890 1.388 0.0 0.0 0.0
H 0.039 2.962 1.558 0.0 0.0 0.0
H -1.597 2.218 1.824 0.0 0.0 0.0
H -1.678 2.489 -3.252 0.0 0.0 0.0
H -1.659 1.768 -5.559 0.0 0.0 0.0
H -0.508 -0.289 -6.256 0.0 0.0 0.0
H 0.657 -1.687 -4.593 0.0 0.0 0.0
H 2.838 -2.506 -3.863 0.0 0.0 0.0
H 3.240 -3.918 -2.885 0.0 0.0 0.0
H 3.624 -2.302 -2.297 0.0 0.0 0.0
H -0.186 -3.608 -3.935 0.0 0.0 0.0
H -1.083 -3.609 -2.416 0.0 0.0 0.0
H 0.119 -4.857 -2.736 0.0 0.0 0.0
H 2.121 -2.971 0.344 0.0 0.0 0.0
H 1.540 -4.497 -0.304 0.0 0.0 0.0
H 0.375 -3.315 0.277 0.0 0.0 0.0
C 0.675 1.090 4.907 0.0 0.0 0.0
C 1.776 0.788 3.966 0.0 0.0 -0.1
N 3.041 0.776 4.228 0.0 0.0 0.0
N 3.650 0.449 3.048 0.0 0.0 -0.1
C 2.792 0.257 2.049 -0.1 0.1 0.3
S 3.007 -0.145 0.418 0.1 -0.2 -0.1
N 1.586 0.480 2.627 0.1 -0.1 -0.1
N 0.410 0.344 1.873 0.2 0.0 0.0
H 1.095 1.301 5.886 0.0 0.0 0.0
H -0.008 0.243 4.994 0.0 0.0 0.0
H 0.108 1.961 4.574 0.0 0.0 0.0
H 4.654 0.371 3.002 0.0 0.0 0.0
H -0.101 -0.487 2.174 0.1 0.0 0.1
H -0.168 1.169 2.001 0.0 0.0 0.0
```
Positions in Å, forces in eV/Å.

Computed properties:
Energy   -54376.39489 eV
Total charge   +1
Frontier orbital gap (spin up / spin down)   6.49 / 6.84 eV
LUMO energy (spin up / spin down)   -4.059 / -3.558 eV
Highest occupied orbital energy (spin up / spin down)   -10.5 / -10.4 eV

=====

2.
DFT (the ωB97M-V functional and the def2-TZVPD basis) results for a molecular structure, C15H29BiS at a distorted geometry.

The geometry in XYZ format:
```
46
Properties=species:S:1:pos:R:3:forces:R:3
C 1.239 2.403 0.490 0.8 1.7 0.0
H 1.591 2.960 1.372 0.4 -0.1 -0.7
H 1.973 2.220 -0.305 0.1 0.1 0.5
H 2.016 1.087 1.365 -0.5 0.4 -0.1
C -0.017 3.092 -0.070 -1.3 -0.6 0.2
H -0.608 2.407 -0.695 0.2 0.0 0.0
H -0.704 3.364 0.747 0.3 -0.1 0.0
C 0.245 4.377 -0.906 0.6 0.0 0.4
H -0.707 4.861 -1.172 0.3 -0.3 0.2
H 0.840 5.109 -0.337 -0.2 -0.3 -0.2
H 0.785 4.140 -1.829 -0.1 0.1 0.1
C -0.583 -1.931 -0.380 1.5 -1.1 0.6
C -0.974 -0.906 -1.286 0.6 0.8 -1.1
C 0.209 -0.333 -1.845 -0.3 -0.1 0.1
C 1.338 -0.990 -1.295 -0.2 0.3 -0.6
C 0.860 -1.991 -0.375 -1.1 0.0 1.3
C 1.688 -3.032 0.298 0.3 -0.4 0.1
C 2.760 -0.764 -1.664 0.2 0.1 0.1
C 0.268 0.700 -2.909 -0.1 0.4 -0.4
C -2.368 -0.614 -1.694 0.0 0.3 0.1
C -1.482 -2.905 0.289 -0.2 0.1 0.1
Bi 0.327 0.120 1.376 0.8 -0.5 -3.2
H 3.444 -1.087 -0.863 -0.2 0.1 -0.3
H 3.020 -1.344 -2.571 -0.1 0.2 0.3
H 2.949 0.298 -1.889 0.0 -0.4 0.0
H 2.729 -2.699 0.427 -0.4 -0.2 0.0
H 1.279 -3.297 1.287 0.2 0.0 -0.4
H 1.711 -3.961 -0.302 0.0 0.3 0.2
H -2.467 -2.470 0.483 0.1 -0.1 0.0
H -1.633 -3.784 -0.353 0.0 0.1 0.0
H -1.074 -3.264 1.239 0.0 0.0 -0.2
H -2.451 0.357 -2.189 0.0 -0.2 0.1
H -2.720 -1.372 -2.405 0.0 0.0 0.1
H -3.043 -0.629 -0.835 0.0 -0.1 -0.1
H 1.087 1.418 -2.740 -0.3 -0.2 -0.1
H 0.445 0.227 -3.893 0.0 0.2 0.3
H -0.679 1.258 -2.988 0.4 -0.2 0.0
C 0.154 -1.364 4.159 0.0 1.3 1.5
S -1.390 -0.669 3.010 -1.5 -2.0 0.2
C -2.639 0.682 2.128 -0.1 1.4 1.6
H 0.617 -2.250 3.702 -0.8 0.4 -0.7
H -0.324 -1.623 5.111 0.0 0.2 -0.4
H 0.894 -0.563 4.304 -0.4 -0.3 0.0
H -3.158 1.157 2.976 0.3 -0.2 -0.4
H -2.088 1.441 1.546 0.1 -0.5 0.5
H -3.357 0.164 1.479 0.7 -0.8 0.5
```
Positions in Å, forces in eV/Å.

Computed properties:
Energy   -32676.72622 eV
Total charge   +2
Frontier orbital gap (spin up / spin down)   5.57 / 5.53 eV
LUMO energy (spin up / spin down)   -9.194 / -8.980 eV
Highest occupied orbital energy (spin up / spin down)   -14.8 / -14.5 eV

=====

3.
DFT (the ωB97M-V functional and the def2-TZVPD basis) results for a molecular structure, C15H29Br3Cl4O3 at a distorted geometry.

The geometry in XYZ format:
```
54
Properties=species:S:1:pos:R:3:forces:R:3
C 9.468 15.940 13.854 0.3 0.0 -0.8
Cl 10.539 17.297 14.265 -0.2 -0.2 0.5
Cl 7.762 16.351 13.977 -0.3 0.1 0.1
H 9.671 15.716 12.797 0.0 0.0 0.6
H 9.655 15.092 14.505 0.3 0.2 0.0
C 6.296 10.867 5.242 0.0 2.3 0.0
Cl 6.361 10.774 7.003 -0.2 0.3 0.3
Cl 6.786 9.395 4.561 0.2 -1.5 -1.0
H 5.321 11.229 4.892 0.0 -0.7 0.4
H 6.989 11.654 4.915 0.0 -0.4 0.3
C 9.795 14.479 9.694 0.3 -0.1 0.8
Br 7.825 14.600 9.778 1.3 0.0 -0.1
Br 10.476 13.811 8.038 -0.2 -0.2 -0.1
Br 10.550 13.524 11.237 -0.4 -0.3 -0.4
H 10.317 15.412 9.874 -0.9 0.4 -0.3
C 6.482 10.307 12.967 -1.1 1.5 2.2
C 5.681 9.984 11.698 3.2 0.0 -0.1
C 6.689 8.985 11.048 0.2 -0.1 -0.4
O 7.744 8.801 12.012 -0.1 -2.8 -2.0
C 7.919 10.010 12.592 -1.8 1.3 0.6
H 6.208 9.608 13.804 0.0 0.7 -0.7
H 6.327 11.369 13.310 0.1 -1.0 -0.2
H 5.607 10.821 11.037 -0.3 0.8 -0.2
H 4.750 9.575 11.898 -1.7 -0.8 0.3
H 7.196 9.390 10.125 -0.8 -0.3 0.7
H 6.174 8.039 10.836 0.7 0.0 0.0
H 8.100 10.786 11.852 1.4 0.3 -0.1
H 8.587 9.875 13.429 0.4 0.6 0.0
C 12.627 18.488 11.233 1.4 0.9 1.1
C 11.311 19.193 11.165 -2.0 0.7 1.2
C 10.439 18.077 10.600 1.9 -0.1 -1.2
O 10.900 16.918 11.334 -0.7 0.2 -0.8
C 12.318 16.997 11.374 -0.1 0.8 -0.7
H 13.229 18.902 12.086 -0.3 -0.6 -0.8
H 13.146 18.680 10.312 0.5 0.1 -0.3
H 11.323 20.169 10.669 0.1 -0.5 -0.6
H 10.846 19.470 12.157 0.8 -0.6 -0.6
H 10.596 17.985 9.474 0.0 -0.2 1.1
H 9.417 18.198 10.748 -1.8 0.0 0.5
H 12.723 16.408 10.545 0.2 0.0 0.1
H 12.710 16.662 12.304 -0.1 -0.8 0.8
C 8.400 13.385 16.691 -1.6 -0.7 -0.1
C 9.322 12.652 17.627 1.0 -0.8 -1.0
C 10.221 11.902 16.608 -0.9 0.5 -0.3
O 10.014 12.492 15.309 -0.8 -0.6 0.5
C 8.601 12.741 15.309 0.0 1.4 0.1
H 8.716 14.394 16.576 0.1 1.0 0.2
H 7.355 13.360 17.035 0.3 0.2 -0.3
H 8.912 11.909 18.279 -0.9 -0.3 0.3
H 9.858 13.312 18.271 0.6 0.6 0.3
H 9.980 10.856 16.602 -0.6 -0.7 -0.3
H 11.236 11.915 16.810 2.1 0.5 0.4
H 7.989 11.831 15.197 0.3 0.1 -0.2
H 8.371 13.530 14.537 0.1 -1.3 0.4
```
Positions in Å, forces in eV/Å.

Computed properties:
Energy relative to the best compared isomer or geometry (same formula, charge and spin)   9.6 kcal/mol
Energy   -282382.10345 eV
Frontier orbital gap   9.35 eV
LUMO energy   -0.085 eV
Highest occupied orbital energy   -9.4 eV